1.
DFT (ωB97M-V with the def2-TZVPD basis set) results for C10H20N2OPSr as an isolated structure in a non-equilibrium geometry.

Atoms and positions in Å:
C (1.56125, 3.47962, -1.98057)
C (2.55371, 3.72287, -2.97668)
C (3.81009, 3.91018, -2.32554)
C (3.60494, 3.81335, -0.91731)
C (2.22365, 3.52695, -0.68398)
Sr (-0.79182, 1.66937, 0.12139)
P (-2.92674, 1.37029, -1.88591)
H (0.48381, 3.34791, -2.15161)
H (2.38078, 3.74468, -4.05134)
H (4.76148, 4.09839, -2.81900)
H (1.73035, 3.42117, 0.29293)
H (4.37059, 3.91695, -0.15039)
H (-3.23148, 0.14056, -2.56874)
H (-2.79288, 2.18998, -3.06830)
H (-4.29632, 1.72833, -1.63386)
C (-0.96045, -0.05204, 2.70979)
N (-0.81697, -1.44960, 2.26781)
C (-0.95106, -2.50959, 3.25914)
C (-0.62424, -1.60449, 0.93764)
O (-0.56325, -0.52128, 0.23928)
N (-0.49143, -2.75426, 0.26849)
C (-0.54304, -4.09150, 0.84088)
C (-0.26208, -2.61774, -1.16290)
H (-1.10929, -0.05359, 3.79312)
H (-1.85247, 0.42710, 2.23947)
H (-0.03618, 0.53211, 2.49087)
H (-1.85949, -3.10947, 3.09194)
H (-0.06829, -3.16508, 3.27067)
H (-1.03412, -2.02300, 4.23455)
H (-1.49814, -4.27701, 1.35372)
H (-0.45068, -4.80068, 0.01530)
H (0.28472, -4.26590, 1.54377)
H (-1.09202, -2.08056, -1.64367)
H (0.65565, -2.04332, -1.35631)
H (-0.16859, -3.62072, -1.59464)

Properties
E_LUMO = 0.079 Ha
M = 302.9 g/mol
Energy relative to the best compared isomer or geometry (same formula, charge and spin) = 43.8 kJ/mol
Spin multiplicity = 1
Highest occupied orbital energy = -0.022 Ha
Net charge = -1

2.
DFT (ωB97M-V with the def2-TZVPD basis set) results for an isolated molecule of C10H20N4O4 in a non-equilibrium geometry.

Atoms and positions in Å:
N (1.30845, 1.01088, -2.28394)
C (0.30092, 0.90934, -3.35686)
C (-0.93624, 1.83240, -3.17691)
C (-2.02515, 1.37733, -2.14676)
C (-2.32193, 2.35089, -0.98167)
C (-1.24622, 2.45611, 0.10361)
N (0.01854, 3.04944, -0.33271)
C (-0.88681, 1.01223, 0.60944)
O (-1.74614, 0.22057, 0.96665)
N (0.40574, 0.61154, 0.48257)
C (0.83986, -0.71978, 0.82644)
C (0.89561, -1.00125, 2.33826)
C (1.77401, -2.22899, 2.64900)
N (1.45660, -2.93393, 3.77094)
O (2.74748, -2.56601, 1.92906)
C (0.03852, -1.70929, -0.04150)
O (-0.19263, -1.48912, -1.19096)
O (-0.49301, -2.70119, 0.68778)
H (1.95528, 1.70897, -2.52142)
H (1.81350, 0.13544, -2.18087)
H (-0.08949, -0.13928, -3.47825)
H (0.67161, 1.18579, -4.38371)
H (-1.44859, 1.85454, -4.12685)
H (-0.72556, 2.90412, -3.03714)
H (-2.93728, 1.17289, -2.66582)
H (-1.75555, 0.39450, -1.67220)
H (-2.47030, 3.36624, -1.38186)
H (-3.26148, 1.98258, -0.61559)
H (-1.69801, 3.03333, 0.91257)
H (0.16945, 2.66711, -1.28958)
H (-0.18542, 4.01881, -0.53235)
H (1.09371, 1.36969, 0.57219)
H (1.91833, -0.79003, 0.52272)
H (-0.09832, -0.97144, 2.79541)
H (1.50247, -0.24501, 2.78668)
H (2.15952, -3.60114, 4.05886)
H (1.02206, -2.41714, 4.50937)
H (-1.08229, -3.18331, 0.19142)

Properties
E_LUMO = 0.028 Ha
M = 260.3 g/mol
Energy relative to the best compared isomer or geometry (same formula, charge and spin) = 68.8 kJ/mol
Spin multiplicity = 1
Highest occupied orbital energy = -0.326 Ha
Structure (SMILES) = NCCCC[C@H](N)C(=O)N[C@@H](CC(N)=O)C(=O)O
Net charge = 0

3.
DFT (ωB97M-V with the def2-TZVPD basis set) results for an isolated ion of composition C10H20N5 and charge +1.

Atoms and positions in Å:
C (1.51392, 1.54631, -3.16675)
N (1.26974, 0.15971, -3.53964)
C (1.10812, -0.78433, -2.45748)
C (0.12458, -0.35256, -1.38588)
C (0.60361, 0.09836, -0.15857)
C (-0.24519, 0.55462, 0.82100)
C (0.16411, 0.99942, 2.17940)
C (0.21242, -0.17224, 3.20664)
N (0.14827, 0.46294, 4.50963)
N (-1.00044, -0.95360, 3.03648)
N (1.40984, -1.00987, 3.07110)
N (-1.55932, 0.52777, 0.54786)
C (-2.07385, 0.10750, -0.62096)
C (-1.26756, -0.33519, -1.62601)
C (-1.87138, -0.76447, -2.93194)
H (1.94203, 2.07687, -4.01537)
H (0.61977, 2.08044, -2.82626)
H (2.25427, 1.57655, -2.36597)
H (0.53998, 0.07295, -4.23017)
H (0.77422, -1.73324, -2.87756)
H (2.07376, -0.96818, -1.98050)
H (1.66797, 0.10253, 0.03993)
H (-0.55633, 1.71325, 2.57286)
H (1.13965, 1.48372, 2.11861)
H (1.06581, 0.80899, 4.76529)
H (-0.09765, -0.21827, 5.21891)
H (-0.90085, -1.60088, 2.26113)
H (-1.14443, -1.53392, 3.85658)
H (1.27822, -1.76557, 2.41072)
H (2.22867, -0.48502, 2.78703)
H (-2.18483, 0.79112, 1.30037)
H (-3.15064, 0.13262, -0.70770)
H (-1.43176, -1.70029, -3.27322)
H (-1.70852, -0.00968, -3.70208)
H (-2.94621, -0.90834, -2.83747)

Properties
E_LUMO = -0.146 Ha
M = 210.3 g/mol
Energy relative to the best compared isomer or geometry (same formula, charge and spin) = 0.0 kJ/mol
Spin multiplicity = 1
Highest occupied orbital energy = -0.448 Ha
Structure (SMILES) = CNCc1cc(CC(N)(N)N)[nH+]cc1C
Net charge = +1

4.
DFT (ωB97M-V with the def2-TZVPD basis set) results for an isolated molecule of C10H20O3Si in a non-equilibrium geometry.

Atoms and positions in Å:
C (1.19234, 2.74094, 0.63874)
C (0.39824, 1.72850, -0.23944)
O (0.23490, 1.97109, -1.46265)
C (-0.18693, 0.59966, 0.48471)
O (-0.13645, 0.64943, 1.90508)
C (-1.65139, 0.29608, -0.03961)
C (-1.64248, -0.19131, -1.47241)
C (-2.51874, 1.59474, -0.17065)
C (-2.33039, -0.76432, 0.80549)
O (-3.31075, -1.41244, 0.61369)
Si (1.19011, -0.91885, 0.02132)
C (2.45085, -0.93906, 1.40543)
C (0.59886, -2.78085, 0.14570)
C (2.01647, -0.99876, -1.73612)
H (1.63505, 2.36659, 1.58156)
H (0.51807, 3.56364, 0.96295)
H (1.78255, 3.21084, -0.08200)
H (-0.78078, 1.32273, 2.24133)
H (-1.36750, 0.57361, -2.21834)
H (-0.92630, -1.04480, -1.56182)
H (-2.69807, -0.54782, -1.59967)
H (-2.04302, 2.48650, -0.75586)
H (-3.47450, 1.32901, -0.74644)
H (-3.05937, 2.03549, 0.69958)
H (-1.76246, -0.89683, 1.79684)
H (3.20999, -0.17795, 1.19619)
H (1.94660, -0.67363, 2.38266)
H (2.87792, -2.01874, 1.37325)
H (-0.33680, -3.04657, -0.21907)
H (1.14552, -3.45336, -0.60494)
H (0.66501, -3.14946, 1.15068)
H (1.39686, -1.64527, -2.30434)
H (2.02367, -0.22632, -2.44863)
H (2.94296, -1.58250, -1.74321)

Properties
E_LUMO = 0.018 Ha
M = 216.4 g/mol
Energy relative to the best compared isomer or geometry (same formula, charge and spin) = 271.3 kJ/mol
Spin multiplicity = 1
Highest occupied orbital energy = -0.345 Ha
Structure (SMILES) = CC(=O)[C@@](O)(C(C)(C)C=O)[Si](C)(C)C
Net charge = 0